C5H13NO | wB97M-V/def2-TZVPD

Element x y z (Å)
C  -1.99  -0.38  0.54
C  -1.15  0.34  -0.52
C  -1.28  1.87  -0.66
C  0.31  -0.13  -0.40
N  0.61  -1.36  -1.20
C  0.97  -0.15  1.01
O  2.47  -0.30  1.14
H  -1.91  -1.53  0.36
H  -3.03  -0.02  0.50
H  -1.53  -0.21  1.56
H  -1.57  -0.22  -1.41
H  -0.64  2.37  -1.51
H  -1.06  2.36  0.34
H  -2.35  2.00  -0.84
H  0.88  0.78  -0.87
H  1.61  -1.53  -1.22
H  0.53  -1.26  -2.22
H  0.55  0.77  1.49
H  0.42  -0.94  1.45
H  2.81  0.04  1.94

## Properties
E_LUMO: 0.893 eV
Orbital gap: 10.0 eV
2S+1: 1
ΔE to the lowest compared entry with this formula, charge and spin: 51.7 kcal per mole
Strongest force on any atom: 0.10113 hartree/bohr
HOMO level: -9.10 eV

Results of the Mulliken charge analysis, in e, for atoms 1 through 6: atom 1 (C): -1.3266, atom 2 (C): 0.4374, atom 3 (C): -1.2435, atom 4 (C): 0.5254, atom 5 (N): -0.7707, atom 6 (C): -0.8293

=====

C5H13NO | wB97M-V/def2-TZVPD

Element x y z (Å)
C  -2.17  -1.45  -0.68
C  -0.73  -1.62  -1.10
N  0.20  -0.49  -0.74
C  0.49  -0.27  0.72
C  1.26  1.11  1.09
C  0.75  2.18  0.17
O  2.66  1.06  1.19
H  -2.78  -0.55  -0.91
H  -2.44  -1.59  0.39
H  -2.70  -2.36  -1.07
H  -0.24  -2.45  -0.51
H  -0.49  -2.18  -2.04
H  -0.44  0.25  -1.02
H  -0.50  -0.12  1.27
H  1.16  -1.13  0.92
H  0.95  1.34  2.13
H  -0.25  2.51  0.14
H  1.22  3.13  0.58
H  1.09  1.96  -0.83
H  2.96  0.64  0.28

## Properties
E_LUMO: 0.936 eV
Orbital gap: 10.0 eV
2S+1: 1
ΔE to the lowest compared entry with this formula, charge and spin: 62.5 kcal per mole
Strongest force on any atom: 0.07966 hartree/bohr
HOMO level: -9.02 eV

Results of the Mulliken charge analysis, in e, for atoms 1 through 6: atom 1 (C): -1.0434, atom 2 (C): -0.4827, atom 3 (N): -0.4040, atom 4 (C): -0.6754, atom 5 (C): 0.3079, atom 6 (C): -1.3772

=====

- The lowest strongest force on any atom belongs to which entry?
  number 2

=====

- Which formula does entry 1 have?
  C5H13NO